DFT (ωB97M-V with the def2-TZVPD basis set) results for a molecular structure, C6H15NO in a non-equilibrium geometry.

Structure (XYZ):
```
23
C6H15NO (ωB97M-V with the def2-TZVPD basis set)
H 0.4894 1.0640 -0.8086
C -2.1695 0.9469 0.1980
H 0.5691 1.3054 0.9604
H -3.4719 -0.8695 -0.2042
C 0.3885 0.5161 0.1366
H 1.2449 -1.5201 -0.0778
H -2.0409 1.5736 1.0454
H -4.3410 0.8493 -0.0481
C 1.5509 -0.5254 0.1147
H 2.0653 -0.5528 1.0154
N 2.8959 0.3657 -0.7795
C -1.0543 -0.0693 0.3095
H -3.9277 -0.2303 1.1116
H -2.1771 1.5382 -0.7072
C -3.4731 0.2177 0.1510
H -1.1518 -0.7273 1.2024
H -1.2234 -0.7010 -0.5333
H 5.0312 0.1426 -0.6164
C 4.0513 -0.3430 -0.2955
H 2.0549 -0.4200 -1.0125
H 4.0367 -0.3985 0.7476
H 3.9723 -1.4463 -0.5988
O -3.3199 -0.7159 -1.3108
```

**Total energy**: -9994.1883 eV
**Energy relative to the best compared isomer or geometry (same formula, charge and spin)**: 9.569 eV
**Gap between HOMO and LUMO**: 9.277 eV
**M**: 117.19 g mol⁻¹
**LUMO energy**: 0.0266 Eh



DFT (ωB97M-V with the def2-TZVPD basis set) results for 2 unconnected molecules or ions with the total composition C6H15NO in a non-equilibrium geometry.

Structure (XYZ):
```
23
C6H15NO (ωB97M-V with the def2-TZVPD basis set)
H -0.9254 -3.0243 1.4093
C 0.8183 1.1847 0.9756
C 1.5268 1.2926 -0.1439
H -5.3601 -2.7080 -1.7354
H 2.5841 2.7557 -1.2406
C 0.6957 2.2010 -2.2694
H 1.1619 1.3427 -2.7683
H 1.3116 3.4887 -0.5256
O -4.9840 -2.5690 -0.8545
H 0.5522 2.0719 1.5465
H 1.4232 -0.0299 2.3534
H -0.3232 1.9076 -2.0493
C 1.5344 2.5362 -1.0159
N 0.6295 -0.0262 1.7283
C -0.3355 -2.2806 1.9440
H 0.8832 3.0130 -2.9687
H -0.8978 -1.6937 2.6732
H -0.1842 -0.9355 0.1274
H 1.2857 -1.7761 0.7414
H 0.3570 -2.9142 2.4953
H -4.1320 -3.0046 -0.8714
H 2.0361 0.4399 -0.5694
C 0.3423 -1.2720 1.0181
```

**Total energy**: -10001.3106 eV
**Energy relative to the best compared isomer or geometry (same formula, charge and spin)**: 2.447 eV
**SMILES**: CC/C=C/NCC.O
**Gap between HOMO and LUMO**: 9.092 eV
**M**: 117.19 g mol⁻¹
**LUMO energy**: 0.0285 Eh



DFT (ωB97M-V with the def2-TZVPD basis set) results for 2 unconnected molecules or ions with the total composition C6H15NO in a non-equilibrium geometry.

Structure (XYZ):
```
23
C6H15NO (ωB97M-V with the def2-TZVPD basis set)
H -0.0317 0.7384 -1.8727
C -3.4788 -0.3978 -0.0280
H 0.2538 2.5896 -0.3621
C 0.3322 -0.9053 -0.5384
H 0.6506 2.2962 2.0721
H 0.9200 0.5332 1.8262
H 3.3749 -1.4878 0.5062
H -0.8968 1.4261 0.3369
H -0.1919 -0.9756 0.4260
H -3.4240 -1.4601 -0.2531
H 2.0324 1.6909 1.1453
H -0.3164 -1.4237 -1.2611
H -4.3549 0.0396 -0.5165
O -2.3127 0.2377 -0.4089
H -3.6401 -0.2815 1.0589
C 1.6601 -1.6464 -0.4013
H 1.5581 -2.6627 0.0408
C 0.9698 1.5338 1.3668
C 0.1399 1.6038 0.0953
N 2.5302 -0.8932 0.3847
H 1.6126 0.7036 -1.2272
H 2.0700 -1.8131 -1.4270
C 0.5429 0.5543 -0.9627
```

**Total energy**: -9988.7534 eV
**Energy relative to the best compared isomer or geometry (same formula, charge and spin)**: 6.486 eV
**Gap between HOMO and LUMO (spin up / spin down)**: 4.878 / 4.283 eV
**Charge**: +1
**⟨S²⟩**: 0.76
**M**: 117.19 g mol⁻¹
**2S+1**: 2
**LUMO energy (spin up / spin down)**: -0.3374 / -0.3363 Eh



DFT (ωB97M-V with the def2-TZVPD basis set) results for 2 unconnected molecules or ions with the total composition C6H15NO2 in a non-equilibrium geometry.

Structure (XYZ):
```
24
C6H15NO2 (ωB97M-V with the def2-TZVPD basis set)
H -2.3093 -0.7416 0.0997
H -0.8756 -0.6199 2.2492
C 1.1442 1.5270 0.4374
H -1.3799 -2.2408 -0.0879
C -1.3938 -1.1737 -0.3208
H 0.8771 -0.5049 2.0402
O 1.2181 -1.8321 -1.5504
H -0.0196 0.9419 -2.0725
C -0.2071 1.0949 0.0994
N -0.2039 -0.5226 0.2373
H -1.6711 1.2607 -1.4945
C -0.6146 1.4680 -1.3244
H 0.6820 -2.5281 -1.1466
H 2.1348 -1.2093 0.2251
H -1.4088 -1.0651 -1.4029
O -1.2791 1.5471 0.9745
H 2.0784 -0.0819 -1.1658
H -0.8575 2.1178 1.6260
H 1.4218 1.5138 1.4885
C -0.0321 -0.9429 1.6332
H -0.4660 2.5392 -1.4551
C 1.5770 -0.8755 -0.6405
H 0.0408 -2.0320 1.6825
H 1.5444 2.3601 -0.1317
```

**Total energy**: -12045.5861 eV
**Energy relative to the best compared isomer or geometry (same formula, charge and spin)**: 5.825 eV
**Gap between HOMO and LUMO**: 6.433 eV
**M**: 133.19 g mol⁻¹
**LUMO energy**: 0.0164 Eh



DFT (ωB97M-V with the def2-TZVPD basis set) results for 2 unconnected molecules or ions with the total composition C6H15NO2 in a non-equilibrium geometry.

Structure (XYZ):
```
24
C6H15NO2 (ωB97M-V with the def2-TZVPD basis set)
H -0.7744 -2.2969 2.7649
N -1.4804 0.7925 2.4644
H 1.2190 -0.9548 -1.0339
C 1.6444 0.0472 -1.0222
H 0.6517 0.1999 -2.8958
C -0.8134 -1.5489 1.9672
O -2.8615 -0.9464 2.9546
H -0.4302 1.9376 -1.3467
H -0.5068 0.9706 2.4717
H 1.1299 2.8002 -1.2687
H -2.0760 1.5563 2.7204
H -1.2996 -1.4245 -0.1449
O 2.3689 1.2739 -3.0561
H -2.3453 -2.4302 0.8205
H 0.2277 -1.2454 1.7921
H 2.7279 -0.0509 -0.8798
H 0.1381 2.6188 -2.7676
C 0.5148 2.1297 -1.8607
H -0.6824 -2.9152 0.2247
C 1.2516 0.8598 -2.2643
C -1.8032 -0.5404 2.5270
C -1.3041 -2.1502 0.6858
H 3.1558 0.7829 -2.7624
H 1.3474 0.5344 -0.0902
```

**Total energy**: -12050.3124 eV
**Energy relative to the best compared isomer or geometry (same formula, charge and spin)**: 1.099 eV
**SMILES**: CCC(N)=O.CC(C)O
**Gap between HOMO and LUMO**: 10.560 eV
**M**: 133.19 g mol⁻¹
**LUMO energy**: 0.0241 Eh



DFT (ωB97M-V with the def2-TZVPD basis set) results for 3 unconnected molecules or ions with the total composition C6H15NO2 in a non-equilibrium geometry.

Structure (XYZ):
```
24
C6H15NO2 (ωB97M-V with the def2-TZVPD basis set)
H 0.3180 -1.3606 1.2109
O 2.9525 0.0491 0.1489
C -1.3521 -0.0078 0.3081
C -1.7230 0.8758 1.4877
H 0.8970 1.2149 -1.2685
N 1.4201 -1.1773 1.2626
H -0.4155 2.0475 -0.5314
H -3.1511 -0.3272 -0.7810
H 0.4671 -1.7571 -1.0994
H 1.6527 -0.8064 -2.0158
H 3.0883 0.4668 -0.7122
C 0.3424 1.2934 -0.3286
O -1.0221 -1.2109 0.5889
H 0.9500 1.6565 0.5018
H -1.7026 -0.3345 -1.7890
C 1.5097 -1.4525 -1.1519
H -1.8749 1.9168 1.2083
H -0.9492 0.8209 2.2536
H -2.3643 1.2064 -1.2003
C -2.1865 0.1622 -0.9495
H -2.6492 0.4850 1.9221
C 1.8807 -0.7496 0.1117
H 2.1507 -2.3349 -1.2510
H 1.7611 -0.6765 2.0737
```

**Total energy**: -12047.6048 eV
**Energy relative to the best compared isomer or geometry (same formula, charge and spin)**: 3.807 eV
**Gap between HOMO and LUMO**: 7.704 eV
**M**: 133.19 g mol⁻¹
**LUMO energy**: 0.0189 Eh



DFT (ωB97M-V with the def2-TZVPD basis set) results for a single C6H15NO2 molecule in a non-equilibrium geometry.

Structure (XYZ):
```
24
C6H15NO2 (ωB97M-V with the def2-TZVPD basis set)
C 1.1923 -0.7776 -0.0208
H -2.2179 2.4548 0.2082
H -2.0443 1.6761 -1.3718
H -0.1950 -0.2533 -1.5833
C -1.5118 1.9908 -0.4780
O -2.4223 -0.8676 -0.6480
H 2.3984 -2.3177 -0.6473
H 2.8044 0.6497 0.2168
C -1.9043 -0.2914 0.5024
N 1.7703 -1.6310 -1.0523
H -0.8661 -0.9150 2.0688
H 0.8687 1.0587 -1.1048
H -0.4010 1.1099 1.1337
O -1.3955 -1.3258 1.3186
H 0.5676 -1.4546 0.6156
H 1.7914 0.4717 1.6593
H -1.8666 -1.6314 -0.8642
H 2.9685 -0.7805 1.2236
C 2.2502 -0.0611 0.8290
H -2.7533 0.2085 1.0007
H 2.3084 -1.0708 -1.7057
H -0.7717 2.7368 -0.7605
C 0.2675 0.2303 -0.7208
C -0.8380 0.7906 0.1808
```

**Total energy**: -12050.3255 eV
**Energy relative to the best compared isomer or geometry (same formula, charge and spin)**: 1.086 eV
**SMILES**: C[C@H](N)C[C@@H](C)C(O)O
**Gap between HOMO and LUMO**: 10.042 eV
**M**: 133.19 g mol⁻¹
**LUMO energy**: 0.0287 Eh



DFT (ωB97M-V with the def2-TZVPD basis set) results for a molecular structure, C6H15NO2 in a non-equilibrium geometry.

Structure (XYZ):
```
24
C6H15NO2 (ωB97M-V with the def2-TZVPD basis set)
C 1.5366 -1.0529 0.5642
H 1.8050 1.8660 -1.4999
O 2.0278 -2.2618 0.1997
C 0.8196 1.4046 -1.6233
H -1.3044 -0.0044 -2.3205
H 1.1393 0.2470 2.1936
H 0.9850 0.4597 -2.1693
C -0.9338 0.5517 -0.2462
C -1.8423 0.4045 -1.4633
H -2.6875 -0.2468 -1.2353
N 0.2110 1.2418 -0.3187
H 0.2360 2.0617 -2.2829
H -0.1507 -1.5045 -0.9094
H -2.0060 1.7902 1.1344
H 2.3921 -0.9824 2.5054
H 0.6686 -1.4350 2.4848
H -2.2267 1.3867 -1.7484
C 1.4228 -0.7909 2.0290
H -1.0718 0.5109 1.9032
C -1.7033 0.7441 1.0473
H 2.0014 -0.2714 -0.0199
O -0.2394 -1.2795 0.0281
H 1.5058 -2.9423 0.6528
H -2.5849 0.1029 1.0947
```

**Total energy**: -12047.4585 eV
**Energy relative to the best compared isomer or geometry (same formula, charge and spin)**: 3.953 eV
**Gap between HOMO and LUMO**: 8.567 eV
**M**: 133.19 g mol⁻¹
**LUMO energy**: 0.0257 Eh



DFT (ωB97M-V with the def2-TZVPD basis set) results for 2 unconnected molecules or ions with the total composition C6H15NO2 in a non-equilibrium geometry.

Structure (XYZ):
```
24
C6H15NO2 (ωB97M-V with the def2-TZVPD basis set)
O 0.1459 -0.9596 -1.8876
H -0.5083 0.8392 -0.7657
C -0.6594 2.0225 2.3895
H -2.5188 -0.5116 -0.7055
H 0.8316 -2.0377 1.7561
H -0.8781 1.7459 3.4247
H -0.6544 0.9927 -2.6074
H 1.5083 -0.6719 3.6071
H 0.9992 -0.4446 -3.7131
H -1.4472 -1.3156 -2.0023
O 0.9998 0.1160 3.3848
H -1.5808 2.4004 1.9461
H 0.7253 -1.0792 0.2648
H -2.8341 -0.0258 -2.4431
H 0.0825 2.8251 2.4015
C -0.8494 0.4074 -1.7077
C 0.5901 0.0587 2.0744
H 2.0093 -0.1467 -2.2796
H 1.7415 -1.8123 -2.8260
C 1.1153 -1.0965 1.2790
C 1.2712 -0.8335 -2.7176
N -0.1862 0.9169 1.5815
C -2.1100 -0.3322 -1.6941
H 2.2068 -1.0575 1.2401
```

**Total energy**: -12047.8205 eV
**Energy relative to the best compared isomer or geometry (same formula, charge and spin)**: 3.591 eV
**SMILES**: C/N=C(/C)O.CCOC
**Gap between HOMO and LUMO**: 10.088 eV
**M**: 133.19 g mol⁻¹
**LUMO energy**: 0.0278 Eh



DFT (ωB97M-V with the def2-TZVPD basis set) results for a molecular structure, C6H15NO2Rb in a non-equilibrium geometry.

Structure (XYZ):
```
25
C6H15NO2Rb (ωB97M-V with the def2-TZVPD basis set)
N 0.8654 -0.8073 -0.2778
O 0.9039 1.2122 1.9615
H 1.1821 -1.5836 -0.8480
H 1.6027 2.6131 0.5557
H -4.1426 -1.4225 -0.2621
H 0.5459 0.2534 -2.0583
H 0.1608 3.0364 1.5420
H 1.6864 -0.6173 2.2339
Rb -1.3761 -0.5536 2.0904
C 2.0522 -0.1086 0.1947
H -3.7351 -1.4431 -1.9922
H -0.9189 -1.8324 -1.8503
C -0.0177 -0.0175 -1.1555
H 2.9016 0.7032 2.0356
H -1.5448 -0.3790 -2.5812
C -1.2471 -0.8104 -1.6189
H -0.3539 0.8996 -0.6677
C 1.9504 0.2893 1.6874
C -3.3582 -1.6357 -0.9883
O -2.2776 -0.7549 -0.6618
C 1.1348 2.5518 1.5398
H -3.0542 -2.6795 -0.8830
H 2.9269 -0.7623 0.1705
H 2.3137 0.7728 -0.4005
H 1.7994 3.0759 2.2341
```

**Total energy**: -12699.9711 eV
**Energy relative to the best compared isomer or geometry (same formula, charge and spin)**: 0.031 eV
**Gap between HOMO and LUMO**: 9.516 eV
**Charge**: +1
**M**: 218.66 g mol⁻¹
**LUMO energy**: -0.1158 Eh



DFT (ωB97M-V with the def2-TZVPD basis set) results for 5 unconnected molecules or ions with the total composition C6H15NO4 in a non-equilibrium geometry.

Structure (XYZ):
```
26
C6H15NO4 (ωB97M-V with the def2-TZVPD basis set)
O -2.1502 -2.3867 -2.5205
H 1.1201 1.4642 -2.2788
N 0.3398 -3.1542 -0.1198
O -0.2402 3.6547 1.2913
H 1.1979 2.4928 2.9072
C -0.1993 -1.2127 0.7557
H 1.6013 -0.1921 -0.1747
C -1.0914 1.1439 0.6417
H 2.0756 -2.6648 -1.1754
H -1.5545 -2.9387 0.9963
H 0.5591 4.1850 1.5080
H -0.0295 1.3738 -3.4062
C 1.0102 -1.0682 0.0146
C 1.3339 -2.3018 -0.5060
H -1.7330 1.9272 0.9929
C -0.8350 0.0018 1.2688
H -1.2436 -2.7281 -2.5757
H -0.1240 3.4082 0.3651
C -0.6216 -2.5573 0.6206
H -1.9208 -1.6992 -1.8788
O 0.2123 1.6864 -2.5253
H -1.1256 -0.0481 2.3227
H 1.9422 2.1135 1.6628
O 2.0874 2.3599 2.5740
H -0.9368 1.2766 -0.4313
H 0.3258 -4.1361 -0.3292
```

**Total energy**: -16143.9017 eV
**Energy relative to the best compared isomer or geometry (same formula, charge and spin)**: 0.870 eV
**SMILES**: C=Cc1cc[nH]c1.O.O.O.O
**Gap between HOMO and LUMO**: 8.714 eV
**M**: 165.19 g mol⁻¹
**LUMO energy**: 0.0122 Eh



DFT (ωB97M-V with the def2-TZVPD basis set) results for 2 unconnected molecules or ions with the total composition C6H15NSi in a non-equilibrium geometry.

Structure (XYZ):
```
23
C6H15NSi (ωB97M-V with the def2-TZVPD basis set)
H -0.6095 1.9431 2.2020
C 1.9567 0.3022 1.6967
N -0.1143 -1.4921 -2.9260
C -0.7871 -2.8128 -0.8157
H 1.0227 2.2366 -1.7697
C -0.4521 -1.5987 -1.6940
C -0.9290 1.4067 1.3251
H -0.4965 -3.7040 -1.4626
Si 0.6255 0.8335 0.4027
H -1.4682 0.5469 1.6521
H -1.7077 -2.6808 -0.3872
H -1.4998 2.1240 0.7338
C 1.3969 2.3201 -0.8231
H 1.1909 -2.6494 0.4473
H 2.6192 1.0760 2.0806
H -0.0619 -3.8228 0.9669
H 1.5417 -0.4700 2.3785
H -0.2024 -2.0367 1.2998
C 0.1105 -2.8464 0.5232
H 0.9946 3.2495 -0.3607
H 2.6501 -0.3831 1.1229
H 2.4390 2.3767 -0.8724
H 0.1142 -0.5721 -3.2508
```

**Total energy**: -15828.8825 eV
**Energy relative to the best compared isomer or geometry (same formula, charge and spin)**: 3.910 eV
**Gap between HOMO and LUMO (spin up / spin down)**: 7.215 / 7.565 eV
**M**: 129.28 g mol⁻¹
**LUMO energy (spin up / spin down)**: 0.0110 / 0.0030 Eh